1.
Density functional theory data (wB97M-V/def2-TZVPD) for a cluster of 2 separate species, C9H14BF2 in total.

The value obtained for the gap between HOMO and LUMO is 7.36 eV. The calculation puts the HOMO energy at -4.47 eV. Its total charge is -1.

```
26
Properties=species:S:1:pos:R:3:nbo_charge:R:1
F -0.44019 -0.09766 1.40087 -0.4388
F 6.00853 1.02689 -1.40185 -0.3312
C 3.74130 -0.39981 1.04268 -0.1972
C 4.92190 -0.09150 0.36729 -0.2986
C 2.52390 0.10299 0.58109 -0.2246
C 4.87385 0.72596 -0.75644 0.3862
C -4.15172 -0.26121 0.01550 -0.6305
C 3.66650 1.23587 -1.22114 -0.2928
C 2.48421 0.91862 -0.55246 -0.1856
C -1.91223 0.05735 1.60766 0.0257
C -2.56922 0.22564 0.09126 -0.4370
B -4.30558 -1.29966 -1.25697 -0.4235
H 1.60203 -0.14055 1.10494 0.2574
H 3.77018 -1.03106 1.92755 0.2127
H -2.37040 -0.91020 2.08071 0.1819
H -1.86437 -0.41906 -0.62120 0.2238
H 3.65611 1.87456 -2.09831 0.2210
H -4.86578 0.67100 -0.19858 0.1847
H -3.27260 -1.76212 -1.61482 -0.0689
H -4.73011 -0.67162 -2.18430 -0.0667
H -2.09392 1.04105 2.21481 0.1629
H 1.53422 1.30589 -0.91233 0.2303
H -2.52269 1.33331 -0.31152 0.1839
H -5.02685 -2.21420 -1.04510 -0.0623
H 5.87580 -0.48103 0.70709 0.2170
H -4.53285 -0.73946 1.03356 0.1701
```

2.
Density functional theory data (wB97M-V/def2-TZVPD) for a structure of composition C18H18IIrN3O3SSbSe4.

Its energy relative to the best compared isomer or geometry (same formula, charge and spin) is 22.9 kcal/mol. As for the expectation value of S²: 0.77. The value obtained for the gap between HOMO and LUMO (spin up / spin down) is 5.94 / 4.66 eV. The spin multiplicity is 2. The calculation puts the HOMO energy (spin up / spin down) at -4.58 / -4.50 eV. Its total charge is -1.

```
50
Properties=species:S:1:pos:R:3:mulliken_spin:R:1
Ir 0.98630 -1.98709 -0.35740 0.0358
I 4.43818 -1.49347 -0.74201 0.0028
Sb 0.35252 -5.68972 -0.11153 -0.0046
Se 2.06650 -3.92084 0.57749 0.0025
Se -0.73278 -6.40039 1.88534 0.1443
Se -1.49916 -3.69342 -2.86517 0.7205
Se -1.00387 -3.34529 -0.70272 0.0999
S 1.12748 -1.17101 -4.98611 0.0024
O -1.22537 3.84801 2.09674 0.0000
O 0.38377 -1.81299 1.62163 0.0054
O -1.15955 -0.30298 -1.25688 -0.0146
N 1.42404 -2.02237 -2.33171 -0.0054
N 1.66627 0.05591 -0.07639 -0.0003
N -1.74277 -0.01320 3.79162 0.0002
C 0.19131 0.54828 1.84337 -0.0030
C -1.62350 -2.40709 3.39196 0.0018
C -0.16783 -0.77816 2.13988 0.0103
C -0.39605 1.59833 2.61478 0.0012
C 2.36820 0.67876 -1.16393 0.0002
C 3.56157 0.15055 -1.64838 0.0017
C 1.12003 0.85003 0.77661 -0.0049
C 4.18901 0.72590 -2.74305 -0.0010
C 1.29335 -1.65980 -3.43340 0.0030
C -3.50951 -0.48898 -1.45531 0.0074
C -1.32985 1.25925 3.55183 -0.0017
C -2.23196 0.23334 -1.11182 0.0004
C 2.46282 2.38142 -2.87591 0.0003
C 1.82743 1.79350 -1.79354 -0.0010
C -1.19497 -0.99812 3.13472 -0.0085
C -0.08210 3.07104 2.45695 0.0008
C 3.64296 1.84335 -3.35727 0.0002
C -2.35063 1.63445 -0.56345 -0.0007
H -2.09660 -2.83983 2.50657 0.0016
H -4.35488 0.18952 -1.56156 0.0018
H -0.76730 -3.04803 3.60486 -0.0003
H 0.72180 3.25095 1.74308 0.0000
H 2.01403 3.24078 -3.35621 0.0000
H -1.71533 3.35581 1.43046 0.0001
H -2.32707 -2.42498 4.22161 -0.0008
H -1.36897 2.00252 -0.27201 0.0006
H 0.86311 2.16804 -1.47338 0.0000
H -3.03269 1.63917 0.29157 0.0000
H -1.79590 2.03247 4.15136 -0.0001
H 5.10387 0.28858 -3.11787 0.0001
H 0.24988 3.47468 3.41359 -0.0001
H 4.12936 2.27181 -4.22350 0.0000
H -2.77649 2.28539 -1.33100 0.0003
H 1.38722 1.89810 0.67029 -0.0002
H -3.72245 -1.19294 -0.64580 -0.0012
H -3.36342 -1.07922 -2.35901 0.0026
```

3.
Density functional theory data (wB97M-V/def2-TZVPD) for a cluster of 10 separate species, H20O10 in total.

Its energy relative to the best compared isomer or geometry (same formula, charge and spin) is 12.4 kcal/mol. As for the expectation value of S²: 0.75. The value obtained for the gap between HOMO and LUMO (spin up / spin down) is 2.19 / 10.03 eV. The spin multiplicity is 2. The calculation puts the HOMO energy (spin up / spin down) at 0.55 / -7.42 eV. Its total charge is -1.

```
30
Properties=species:S:1:pos:R:3:mulliken_spin:R:1
O -9.27733 -19.69264 10.73909 0.2452
O -10.40017 -18.49989 5.51996 -0.0868
O -7.32101 -17.55496 10.44038 0.1181
O -10.33316 -16.38906 11.10232 0.2116
O -10.42670 -18.50076 8.43103 0.4907
O -11.82721 -20.09814 10.29667 -0.4782
O -12.83164 -20.31142 5.93262 0.1326
O -10.07430 -21.22567 7.74770 0.0775
O -7.53130 -16.54490 8.01141 0.1100
O -10.32262 -15.25700 8.37850 0.0365
H -12.19077 -19.21844 10.19573 0.0362
H -6.63483 -17.51601 11.10663 -0.0039
H -9.50115 -16.85140 11.20348 0.0274
H -10.54066 -18.68975 7.49962 -0.2452
H -12.58932 -20.65665 10.44991 0.2432
H -8.88058 -20.47128 10.34852 -0.0349
H -13.39796 -20.31334 6.70431 -0.0791
H -10.02261 -19.16290 4.94195 -0.0285
H -10.99275 -17.08255 11.08691 -0.0285
H -6.82592 -16.54643 7.36436 -0.0505
H -10.44430 -20.42721 8.12426 0.0388
H -7.14418 -16.94630 8.78939 -0.0059
H -10.82007 -21.66745 7.34163 -0.0230
H -10.83288 -17.88416 4.92845 0.0491
H -9.44030 -15.48418 8.08502 -0.0017
H -10.14180 -19.63405 10.33229 0.1621
H -9.75829 -17.81607 8.45696 0.1255
H -12.69751 -19.38435 5.73568 -0.0037
H -10.25365 -15.20980 9.33205 -0.0142
H -7.68510 -18.43643 10.52210 -0.0201
```

4.
Density functional theory data (wB97M-V/def2-TZVPD) for a structure of composition C10H28AsF6N4O5PbS3Sb.

Its energy relative to the best compared isomer or geometry (same formula, charge and spin) is 48.3 kcal/mol. As for the expectation value of S²: 0.76. The value obtained for the gap between HOMO and LUMO (spin up / spin down) is 4.45 / 7.53 eV. The spin multiplicity is 2. The calculation puts the HOMO energy (spin up / spin down) at -2.31 / -5.44 eV. Its total charge is -1.

```
59
Properties=species:S:1:pos:R:3:mulliken_spin:R:1
Pb -1.29863 -1.28447 -0.00022 0.0018
Sb -4.39813 -2.31200 2.15937 0.0000
As 4.00718 2.71378 1.09349 0.5019
S 2.13368 4.02430 0.75553 0.3878
S 0.56105 0.97175 1.46065 0.0165
S 0.81311 3.15250 2.02298 0.0390
F -5.21780 -1.54168 0.60201 0.0000
F -3.06141 -0.86985 2.04610 0.0010
F -5.57444 -3.82138 2.29113 0.0000
F -3.33954 -2.90427 3.61004 0.0000
F -3.15285 -3.23280 0.98741 -0.0001
F -5.54907 -1.25239 3.28262 0.0000
O -0.69047 0.45095 2.03006 0.0155
O 0.48338 0.75066 -0.04713 0.0335
O 0.38522 -3.17047 0.10951 -0.0002
O 2.23442 -3.98102 1.06698 0.0001
O 1.73032 0.35413 2.03453 0.0159
N -0.21422 -2.27121 2.65939 -0.0022
N -0.32736 -1.11833 -2.74006 -0.0002
N 0.51352 -3.38189 2.46862 0.0000
N -2.44169 0.79135 -1.28459 -0.0011
C -3.76046 0.24859 -1.66772 0.0004
C 1.05326 -3.56571 1.12192 -0.0008
C 3.72627 1.27320 -0.14512 -0.0344
C -1.60377 1.15706 -2.49107 -0.0007
C 1.08372 -0.75259 -2.70856 -0.0014
C -0.56697 -2.37975 -3.38920 0.0007
C -2.69296 1.89805 -0.36101 0.0014
C 5.50516 3.98209 0.72163 -0.0197
C 4.04692 2.06748 2.95236 -0.0387
C -1.22700 -0.05083 -3.31299 0.0010
H 3.38164 1.19821 2.90813 -0.0123
H -4.37590 -0.06807 -0.82458 -0.0005
H 0.30066 -1.44948 3.07641 0.0007
H 4.78138 1.04253 -0.52940 0.0098
H 1.50045 -1.03086 -3.63199 -0.0001
H -3.70421 -0.64162 -2.29941 0.0000
H 3.58179 2.82128 3.59832 0.0070
H 5.09510 1.88053 3.19560 0.0302
H -0.21748 -2.46244 -4.46089 0.0000
H 3.45009 0.42636 0.58031 0.0085
H 2.87628 1.37951 -0.89341 0.0000
H 5.16546 4.94337 0.33824 0.0012
H 1.24086 0.37855 -2.61348 0.0007
H -0.77797 1.71785 -2.10426 0.0015
H -2.05786 1.92863 -3.16404 -0.0004
H -1.76658 2.39060 -0.08918 0.0001
H 6.10692 3.53663 -0.05994 0.0276
H -4.37268 1.04960 -2.13556 0.0001
H -0.07139 -3.26611 -2.93702 0.0000
H -3.17702 1.52426 0.59614 0.0009
H -3.31725 2.70173 -0.81225 -0.0003
H 1.22165 -3.51406 3.22650 -0.0001
H 1.49543 -1.29353 -1.82997 0.0022
H 6.09069 4.19864 1.63180 0.0065
H -1.07343 -2.40660 3.14771 -0.0003
H -0.75059 0.24330 -4.19914 0.0000
H -2.16285 -0.49593 -3.69668 0.0000
H -1.62364 -2.67811 -3.34660 -0.0003
```

5.
Density functional theory data (wB97M-V/def2-TZVPD) for a cluster of 2 separate species, C9H13N4O in total.

Its energy relative to the best compared isomer or geometry (same formula, charge and spin) is 0.0 kcal/mol. The value obtained for the gap between HOMO and LUMO is 9.11 eV. The calculation puts the HOMO energy at -11.75 eV. Its total charge is +1.

```
27
Properties=species:S:1:pos:R:3:nbo_charge:R:1
O 0.31191 -1.71974 -0.91478 -0.5015
N 0.04468 0.46613 -0.05482 -0.5483
N 0.86308 -1.19015 1.32197 -0.5349
N -0.89885 1.57257 -2.26774 -0.9875
N -0.65648 -0.97790 -2.94045 -0.7773
C 0.41060 -0.76196 0.03800 0.7011
C 0.60670 -0.03231 2.09079 0.1338
C -0.14395 -1.85275 -2.18894 0.6663
C 0.22594 -3.32138 -2.51357 -0.6652
C 0.13192 0.96712 1.20584 0.0590
C 0.72460 0.28055 3.49776 -0.2363
C 0.42723 1.58962 3.87911 -0.1841
C -0.01610 2.58241 2.95934 -0.2105
C -0.26375 2.20774 1.64835 -0.1923
H -0.60371 -3.65093 -3.10560 0.2405
H 1.14721 -3.15339 -3.04035 0.2466
H 0.44051 -3.76007 -1.56063 0.2487
H -0.35793 3.52727 3.29291 0.2302
H 0.32233 1.82659 5.02877 0.2405
H -0.49302 1.41884 -1.26537 0.4611
H 1.12715 -0.35422 4.23204 0.2332
H -1.73181 2.21603 -2.33402 0.4251
H -0.61732 2.95475 0.87318 0.2138
H -1.11154 0.49987 -2.53586 0.4613
H -0.17699 1.97867 -2.95747 0.4263
H -0.76193 -1.23185 -4.00691 0.4160
H 1.04954 -2.08152 1.61845 0.4341
```

6.
Density functional theory data (wB97M-V/def2-TZVPD) for a structure of composition C4H8S2.

Its energy relative to the best compared isomer or geometry (same formula, charge and spin) is 163.8 kcal/mol. The value obtained for the gap between HOMO and LUMO is 8.12 eV. The calculation puts the HOMO energy at -8.64 eV.

```
14
Properties=species:S:1:pos:R:3:nbo_charge:R:1
S 0.06659 1.59298 2.06622 0.0628
S 2.14376 -0.66852 -2.01309 0.0263
C -0.36058 0.48323 1.01515 -0.1670
C 0.73375 -0.63457 0.34540 -0.4516
C -1.79250 0.47044 0.62674 -0.7217
C 0.91877 0.08281 -1.00953 -0.6135
H 0.27071 -1.68864 0.33234 0.2229
H 1.75973 -0.51956 0.97979 0.2470
H 1.33878 -2.06007 -1.78418 0.1277
H -0.17526 0.20574 -1.42962 0.2221
H 1.28191 1.14756 -0.51852 0.2534
H -2.41374 0.83423 1.83162 0.3090
H -1.90908 1.58254 -0.41689 0.2625
H -1.86284 -0.82817 -0.02543 0.2202
```

Number 1: maximum force 2.67 eV/A, E -15669.990 eV. Number 2: maximum force 1.61 eV/A, E -319272.145 eV. Number 3: maximum force 1.88 eV/A, E -20799.855 eV. Number 4: maximum force 3.60 eV/A, E -148460.540 eV. Number 5: maximum force 6.19 eV/A, E -17545.021 eV. Number 6: maximum force 4.93 eV/A, E -25941.310 eV.